Entry from the Open Molecules 2025 dataset: a molecular structure, C18H52F6N6O8P (the ωB97M-V functional and the def2-TZVPD basis).

## Properties
E_LUMO ... 2.447 eV
E_HOMO ... -5.3387 eV
Relative energy (zero: lowest compared OMol25 entry of this formula, charge and spin) ... 4191.9 kJ/mol
Total charge ... -1
Max |F| ... 19.67 eV Å⁻¹

Element x y z (Å)
P -0.1741 0.6320 -0.2739
F -1.7732 0.4599 -0.3006
F 0.0689 -0.9621 0.2539
F -0.2059 0.1992 -1.8063
F 1.3999 0.9182 -0.3073
F -0.2811 2.1836 -0.6734
F -0.2157 0.9207 1.3561
C -1.6996 -1.0015 3.3158
O -1.3875 -1.5673 4.3533
N -2.9827 -0.7987 3.0131
N -0.8438 -0.3214 2.6057
H -3.2382 -0.2350 2.2149
H -3.5875 -1.3224 3.6296
H -1.0837 0.1182 1.7287
H 0.1273 -0.5979 2.6308
C -1.0665 -2.1882 -2.4177
O -1.2642 -3.1166 -3.0763
N -0.4693 -2.2611 -1.2707
N -1.2155 -0.9671 -2.7843
H -0.1123 -3.0980 -0.8322
H -0.3473 -1.3408 -0.8731
H -0.9102 -0.3414 -2.0527
H -1.5490 -0.6513 -3.6838
C 3.5221 1.6145 0.5642
O 4.6749 1.9039 0.8663
N 2.5373 2.3200 1.1658
N 3.2391 0.7036 -0.4064
H 1.6530 1.8473 1.0449
H 2.6577 3.0871 1.8117
H 3.9539 0.0670 -0.7289
H 2.2601 0.5781 -0.6207
C 2.0887 -1.7848 -0.6438
C 2.8224 -2.7851 -1.5526
C 2.9245 -2.3209 -2.9936
O 4.0546 -2.9628 -0.9994
H 1.8184 -2.2688 0.2947
H 1.1944 -1.3683 -1.1073
H 2.7815 -0.9730 -0.4219
H 2.3472 -3.7616 -1.6463
H 3.2555 -1.2877 -3.0989
H 1.9718 -2.1888 -3.5064
H 3.5503 -2.8333 -3.7243
H 4.4926 -3.6271 -1.5364
C -4.4076 0.7493 -0.3325
C -3.7152 -0.4834 0.2884
C -2.9792 -1.4180 -0.7229
O -2.7263 -0.0307 1.2351
H -4.9204 1.4372 0.3397
H -5.1435 0.4914 -1.0942
H -3.7375 1.3847 -0.9116
H -4.4999 -1.0688 0.7677
H -3.5251 -1.3245 -1.6617
H -2.9444 -2.3825 -0.2164
H -1.9614 -1.1320 -0.9883
H -2.0571 0.3730 0.6776
C -3.8246 3.0851 0.9860
C -3.6532 1.9749 2.0383
C -2.2087 1.8336 2.5348
O -4.3202 2.3336 3.1764
H -3.5031 4.0518 1.3735
H -4.8734 3.1699 0.7013
H -3.4734 2.8804 -0.0254
H -4.1716 1.0708 1.7189
H -2.3011 0.9860 3.2139
H -2.0190 2.7226 3.1362
H -1.4718 1.6508 1.7527
H -4.2263 1.5852 3.7703
C 1.5841 -0.0678 -3.5291
C 1.5809 1.3985 -3.0637
C 3.0640 2.1084 -2.8067
O 0.7992 2.0177 -3.9958
H 1.7880 -0.8956 -2.8500
H 2.3244 -0.1107 -4.3281
H 0.6269 -0.2980 -3.9968
H 1.0573 1.4846 -2.1116
H 3.6441 1.6279 -2.0189
H 2.9126 3.1258 -2.4460
H 3.7148 2.0116 -3.6758
H 0.2152 1.3019 -4.2566
C 3.1092 -1.2185 2.3416
C 1.7402 -0.8204 2.8790
C 1.3985 0.5957 2.7524
O 0.9104 -1.5327 2.0583
H 3.1173 -2.2297 1.9348
H 3.8971 -1.2560 3.0938
H 3.5280 -0.4335 1.7120
H 1.6302 -1.1661 3.9069
H 0.3502 0.8937 2.7695
H 1.7494 0.8171 1.7444
H 2.0216 1.1911 3.4198
H 0.9114 -1.1058 1.1985

Forces on the atoms, in the same order (eV/Å):
0.4 4.1 2.6
7.3 4.7 -10.5
-2.4 6.8 0.5
13.4 11.7 8.4
-15.2 1.8 2.7
-1.2 -0.5 0.5
4.7 6.4 -12.0
-0.6 0.2 1.4
0.9 -1.7 1.6
-3.7 -4.4 6.8
-3.5 -2.7 2.2
-1.0 -0.5 2.2
0.2 0.1 0.3
-2.1 -4.4 4.5
-3.6 -0.5 0.7
1.2 -0.3 -0.9
-2.0 -6.9 -4.7
0.4 -1.2 1.0
-6.1 -1.4 -6.9
-0.4 0.3 -0.3
-0.6 -4.7 -1.8
-8.7 -5.2 -4.4
-0.3 -0.9 0.2
2.9 1.3 -0.2
1.1 -0.3 0.2
-1.4 1.0 -1.8
7.4 -0.2 1.0
0.6 2.9 0.8
0.5 -0.6 -0.2
0.8 0.9 0.5
7.8 -3.2 -3.2
1.2 -1.1 -1.1
-1.9 0.3 -1.3
0.6 0.7 -1.3
2.3 -0.4 0.9
0.2 -0.2 -0.5
2.1 -0.9 -0.4
-0.5 -1.5 0.2
-0.7 -0.2 0.5
1.1 -0.6 0.6
0.0 -1.4 0.2
0.3 -1.0 0.6
0.4 -0.1 0.1
-0.7 -0.3 -1.7
0.6 0.4 -1.2
-1.8 0.3 0.9
-3.6 -1.7 -5.5
-0.1 -1.0 -0.5
-0.2 -0.7 0.0
0.2 -0.3 0.1
0.3 0.0 0.6
-0.2 -0.9 0.0
-0.2 -0.3 -0.7
-2.8 -0.9 1.0
-3.0 -0.1 4.8
-0.7 0.3 0.1
0.9 1.3 -0.5
-1.5 1.1 -0.2
-2.3 1.5 2.2
0.2 -0.1 -0.1
-0.5 0.4 0.6
1.1 0.2 0.6
0.6 1.0 0.4
0.5 1.1 0.0
0.3 0.2 -0.2
-2.1 2.2 1.7
0.0 0.0 0.3
0.6 1.1 -0.2
2.8 -0.5 2.2
-1.6 -1.2 -0.9
-0.8 1.9 -1.6
-0.9 2.2 0.1
0.1 -0.2 -0.1
0.0 -0.1 0.1
1.2 0.7 -1.1
-0.6 0.0 -0.4
0.0 0.1 -0.5
-0.4 0.6 -0.5
-0.3 0.6 -0.5
1.9 0.9 1.5
2.9 -1.8 1.7
3.2 2.2 1.0
2.1 -4.4 0.1
-0.2 0.4 -0.3
-0.1 0.0 0.6
-0.2 -0.6 -0.6
-0.3 -0.3 0.0
2.4 0.3 2.8
-0.1 -1.4 2.1
0.2 0.0 0.0
1.5 -0.8 2.0

Mulliken population analysis, charges in e, atoms 1 to 6: atom 1 (P): 2.0339, atom 2 (F): -0.1033, atom 3 (F): 0.5268, atom 4 (F): 0.4794, atom 5 (F): 0.9851, atom 6 (F): -0.5382